Record 1
A structure of composition C56H54BN13O2SZr, computed with ωB97M-V/def2-TZVPD.

The geometry in ORCA input format:
```
! RIJCOSX wB97M-V def2-TZVPD def2/J DEFGRID3
* xyz 0 1
Zr -0.28019 -0.40733 -0.04304
C -0.64432 2.50109 2.13776
N -0.70966 2.33841 0.67987
C -0.14460 3.55787 0.07731
C 1.34717 3.51804 0.12108
N 2.01780 2.61676 0.76303
C 3.35173 2.87428 0.45994
C 4.49974 2.18088 0.84058
C 5.70831 2.64977 0.36206
C 5.78412 3.77486 -0.47333
C 4.65442 4.47050 -0.85921
C 3.44035 3.99713 -0.37291
N 2.13438 4.40915 -0.55385
C -0.65319 1.21166 2.87658
N -0.21528 0.07381 2.41910
C -0.20765 -0.79457 3.51379
C 0.22767 -2.11246 3.62979
C 0.12340 -2.71670 4.86745
C -0.40684 -2.04273 5.97627
C -0.82813 -0.73076 5.88203
C -0.70418 -0.12595 4.63739
N -0.98041 1.15497 4.19442
H 0.31063 2.97221 2.37472
H -1.44801 3.15050 2.50148
H -1.69446 2.32475 0.43068
H -0.47578 3.63490 -0.95960
H -0.52682 4.44875 0.58930
H 4.41907 1.29586 1.46080
H 6.62350 2.13369 0.62518
H 6.75206 4.10323 -0.83081
H 4.72285 5.33395 -1.51010
H 1.81673 5.11845 -1.18962
H 0.63909 -2.63978 2.78364
H 0.46384 -3.73904 4.98554
H -0.47655 -2.55630 6.92756
H -1.22782 -0.19985 6.73735
H -1.30215 1.92914 4.74730
C -5.20413 4.50931 -0.79178
C -4.56147 3.21996 -0.35495
C -4.26456 2.97192 0.98427
C -3.63874 1.79937 1.37969
C -3.27480 0.81123 0.45183
N -2.52110 -0.33340 0.76776
C -3.07690 -1.14062 1.73647
C -4.28079 -0.83663 2.42197
C -4.73294 -1.53405 3.52303
C -4.03329 -2.62059 4.03570
C -4.45043 -3.33669 5.29132
C -2.94689 -3.03678 3.29280
C -2.52946 -2.38226 2.13471
N -1.58024 -3.10287 1.35194
C -1.52530 -4.45037 1.26709
C -0.43774 -4.78449 0.49497
C 0.12093 -3.56067 0.12986
N -0.57828 -2.55762 0.64855
C -3.62692 1.04879 -0.87827
C -4.23194 2.23299 -1.27483
N -3.29929 0.08091 -1.88370
C -3.72603 -1.26907 -1.64778
C -2.71551 -2.12870 -1.62534
C -1.44282 -1.40300 -1.76374
N -1.84878 -0.01476 -2.03754
H -5.74114 4.98307 0.03019
H -4.45707 5.22076 -1.15326
H -5.91132 4.34036 -1.60458
H -4.52869 3.71078 1.73423
H -3.41511 1.63711 2.42755
H -4.88705 -0.01276 2.08010
H -5.65028 -1.20632 4.00181
H -5.12076 -2.71911 5.89032
H -4.97397 -4.27071 5.07007
H -3.58349 -3.58344 5.90845
H -2.37572 -3.89838 3.61959
H -2.27739 -5.05536 1.74096
H -0.10059 -5.76978 0.22360
H 0.98961 -3.35285 -0.46734
H -4.44073 2.35721 -2.33155
H -4.78651 -1.44091 -1.53955
H -2.80278 -3.19761 -1.50154
H -0.80658 -1.77496 -2.56072
O -0.76391 0.04168 -4.31233
B -1.46043 0.63983 -3.26825
O -1.82794 1.94359 -3.58093
C -1.26790 2.17780 -4.81446
C -1.28249 3.33446 -5.55729
C -0.59816 3.30441 -6.77209
C 0.05811 2.15837 -7.20523
C 0.05998 0.99015 -6.44491
C -0.61501 1.03256 -5.24806
H -1.79533 4.22219 -5.21073
H -0.57855 4.19194 -7.39116
H 0.57949 2.17398 -8.15322
H 0.57388 0.09207 -6.76182
C 3.23415 -2.43250 -4.71852
N 2.49038 -2.74336 -3.51659
C 1.09929 -3.01018 -3.81959
C 2.68361 -1.81372 -2.40246
C 2.18887 -0.37940 -2.55866
C 2.92439 0.43456 -3.41712
C 2.58363 1.75773 -3.67249
C 1.48391 2.29031 -3.03296
C 0.78518 1.48736 -2.13392
C 1.08333 0.15287 -1.85025
H 3.20156 -3.29395 -5.38965
H 4.27868 -2.23402 -4.47027
H 2.84085 -1.56277 -5.26989
H 1.03787 -3.80696 -4.56481
H 0.56422 -2.13334 -4.21419
H 0.58620 -3.35260 -2.91881
H 3.75822 -1.78513 -2.19896
H 2.22565 -2.24964 -1.51934
H 3.80876 0.02922 -3.89482
H 3.17375 2.34983 -4.36173
H 1.16727 3.31044 -3.22616
H -0.07669 1.92842 -1.65180
C 5.65591 -1.72775 4.19040
C 4.57359 -2.29138 3.31898
C 4.23999 -3.64581 3.33702
C 3.23966 -4.03946 2.47402
N 2.60157 -3.19606 1.66738
C 2.96522 -1.90883 1.72645
S 2.28459 -0.72267 0.64126
N 3.94524 -1.43572 2.52420
H 6.09955 -2.49057 4.82877
H 5.24900 -0.92971 4.81194
H 6.43477 -1.28732 3.56694
H 4.74332 -4.34962 3.98563
H 2.92896 -5.07938 2.41858
*
```

Results
Orbital gap   6.88 eV

***

Record 2
A cluster of 6 separate species, C56H54FIN4O14PS2 in total at a distorted geometry, computed with ωB97M-V/def2-TZVPD.

The geometry in ORCA input format:
```
! RIJCOSX wB97M-V def2-TZVPD def2/J DEFGRID3
* xyz 1 1
C 7.35605 -2.81891 3.08681
C 7.28366 -1.46033 2.11631
O 6.31332 -1.58194 1.01704
C 6.71166 -0.80700 -0.16978
C 5.83341 0.59844 -0.36653
C 4.85824 0.89562 0.91787
C 4.22254 2.40879 0.97011
C 3.34290 2.80018 -0.39778
C 1.71511 2.60551 -0.19225
C 1.27944 1.45129 0.93284
C -0.31720 1.22822 1.22973
C -0.71034 0.07631 2.36759
P 0.59658 -0.99192 3.30342
S 1.04444 -2.47793 2.06824
C -2.30581 -0.12243 2.67220
C -3.41299 0.76834 1.82178
C -5.00180 0.45489 2.24260
C -5.56319 -0.55504 1.04811
C -5.02185 -2.05694 1.42155
C -4.19274 -2.72356 0.16260
S -5.32287 -3.47954 -1.15596
C -6.85035 -4.24973 -0.38779
N -7.22802 -5.68308 -0.08543
N -8.48417 -5.57129 0.50335
C -8.90268 -4.11573 0.59089
O -7.87903 -3.22777 -0.00194
C -2.99706 1.88391 0.64671
C -4.24898 2.61356 -0.10392
C -4.41095 4.14709 0.54073
C -1.39990 2.11951 0.38160
C -0.87440 3.22023 -0.70584
C -1.79038 4.22855 -1.62156
O -2.23241 3.72192 -2.80573
N -2.14477 5.66425 -1.30728
C -1.58017 6.13986 0.01235
O -2.44994 6.72082 0.87448
F -0.16428 6.08821 0.44275
N 0.64518 3.37423 -0.93248
I 1.30253 4.75288 -2.38063
H 7.96140 -2.54641 4.07492
H 6.28586 -3.18866 3.41875
H 7.96610 -3.67926 2.53832
H 8.39674 -1.28411 1.75901
H 7.04373 -0.55913 2.86144
H 6.43863 -1.48691 -1.11201
H 7.87845 -0.61679 -0.25084
H 6.55174 1.51334 -0.61632
H 5.16448 0.45606 -1.34019
H 4.03404 0.03918 1.01492
H 5.53693 0.77178 1.88768
H 5.14984 3.15671 1.04729
H 3.60210 2.59930 1.96636
H 3.67258 3.89187 -0.65947
H 3.66246 2.10221 -1.30907
H 2.03771 0.78462 1.52433
H 0.09439 -1.59326 4.51513
H 1.80984 -0.23303 3.47825
H -2.62180 -0.91370 3.49311
H -5.09263 -0.00296 3.32140
H -5.58581 1.47921 2.11943
H -5.08328 -0.13911 0.03785
H -6.72620 -0.45746 0.94005
H -5.96338 -2.68783 1.75029
H -4.29559 -2.05462 2.35870
H -3.53284 -3.60549 0.59670
H -3.42210 -1.94417 -0.30575
H -9.85832 -3.60176 1.03419
H -4.05790 2.64678 -1.28201
H -5.29448 2.10906 0.03034
H -3.55398 4.39171 1.30758
H -5.42748 4.24225 1.15810
H -4.48715 4.93523 -0.32616
H -1.80340 6.22306 -2.12332
C -4.06952 -3.40644 -5.07272
C -4.63262 -3.65948 -6.25813
C -4.06224 -4.66274 -7.17864
O -4.57584 -4.89356 -8.26467
C -2.84713 -5.37629 -6.73800
C -2.28402 -5.12326 -5.55259
C -2.85441 -4.11999 -4.63208
O -2.34081 -3.88918 -3.54605
H -4.47466 -2.67327 -4.38601
H -5.52448 -3.14508 -6.59547
H -2.44198 -6.10946 -7.42471
H -1.39217 -5.63766 -5.21525
C -4.22467 -9.73302 -2.81098
C -4.44070 -8.86631 -3.80520
C -5.19118 -7.61500 -3.58110
O -5.39110 -6.82209 -4.49096
C -5.69198 -7.35795 -2.21621
C -5.47595 -8.22466 -1.22200
C -4.72547 -9.47597 -1.44609
O -4.52555 -10.26888 -0.53623
H -3.67683 -10.65571 -2.95849
H -4.07924 -9.04009 -4.81166
H -6.23982 -6.43526 -2.06870
H -5.83741 -8.05088 -0.21554
C 6.26855 5.92310 3.49805
C 6.94349 7.07000 3.62214
C 8.36694 7.16606 3.24295
O 8.98601 8.21487 3.35807
C 9.01481 5.94675 2.72012
C 8.33986 4.79985 2.59603
C 6.91642 4.70380 2.97521
O 6.29734 3.65499 2.86010
H 5.22434 5.83535 3.77223
H 6.48229 7.97324 4.00330
H 10.05902 6.03450 2.44594
H 8.80106 3.89662 2.21487
C 1.45890 8.36197 -6.28712
C 0.85037 7.61264 -5.36272
C -0.51174 7.93285 -4.89224
O -1.06870 7.24872 -4.04474
C -1.17555 9.11155 -5.48370
C -0.56702 9.86088 -6.40810
C 0.79509 9.54067 -6.87858
O 1.35205 10.22481 -7.72608
H 2.45800 8.14144 -6.64268
H 1.32365 6.74451 -4.91981
H -2.17465 9.33209 -5.12814
H -1.04030 10.72901 -6.85101
C 3.96137 -3.97797 6.06304
C 4.20269 -5.17743 6.60099
C 3.10040 -6.08811 6.96820
O 3.32030 -7.18531 7.46246
C 1.72198 -5.62289 6.71655
C 1.48066 -4.42343 6.17860
C 2.58295 -3.51275 5.81140
O 2.36305 -2.41555 5.31713
H 4.75826 -3.29758 5.78864
H 5.20814 -5.53344 6.79111
H 0.92509 -6.30328 6.99095
H 0.47521 -4.06741 5.98848
*
```

Results
Orbital gap   5.56 eV

***

The calculation returns the following E_HOMO values, one per record and in order: -6.59, -10.43 eV.